No. 1
Computed, not measured: a cluster of 5 separate species, C14H41N3O5 in total in a non-equilibrium geometry, with ωB97M-V/def2-TZVPD.

Structure (ORCA input):
```
! wB97M-V def2-TZVPD RIJCOSX def2/J DEFGRID3
* xyz 0 1
C -2.9150 -1.4579 0.9082
C -2.9991 -2.6751 -0.0127
C -1.8554 -2.6724 -1.0039
O -1.8724 -1.5723 -1.8795
C -2.8235 -1.5765 -2.9349
N -2.7590 -3.9092 0.7706
H -2.9658 -0.5119 0.3829
H -1.9733 -1.5489 1.4522
H -3.7158 -1.5506 1.6660
H -3.9497 -2.8285 -0.5371
H -1.8048 -3.6463 -1.5441
H -0.9182 -2.5295 -0.5121
H -2.5297 -0.6827 -3.4773
H -3.8089 -1.3463 -2.5385
H -2.7774 -2.4569 -3.5855
H -3.4017 -4.0241 1.5976
H -2.9882 -4.7025 0.1813
C 0.8258 -1.2333 4.9487
C 0.0191 -1.9343 3.8126
C 0.8196 -2.8480 2.9299
O 1.7542 -2.0707 2.2065
C 2.5233 -2.8358 1.2658
N -1.0597 -2.6831 4.3481
H 0.1065 -0.7312 5.5857
H 1.5646 -0.4654 4.6424
H 1.3000 -1.9655 5.6600
H -0.3959 -1.1538 3.1856
H 0.1028 -3.3411 2.2565
H 1.3589 -3.6346 3.4766
H 2.9002 -3.8006 1.7066
H 3.3045 -2.2006 0.9142
H 1.8732 -3.1147 0.4488
H -0.7129 -3.3543 5.0100
H -1.4654 -3.2660 3.6458
C 0.7673 1.3907 -3.9451
C 1.6171 2.5333 -3.3632
C 0.7511 3.6547 -2.7787
O 0.1642 4.4289 -3.8578
C -0.4800 5.5914 -3.3457
N 2.3175 1.9357 -2.2549
H -0.1136 1.7476 -4.4964
H 0.3767 0.7386 -3.1717
H 1.4287 0.8083 -4.6037
H 2.2909 2.9622 -4.1182
H 1.3290 4.3201 -2.1196
H -0.0318 3.1628 -2.1993
H -1.1014 5.3718 -2.4843
H -1.1692 6.0175 -4.0850
H 0.2491 6.3691 -3.0339
H 2.9691 2.6401 -1.8748
H 2.8521 1.2095 -2.7358
C 2.6639 3.2430 1.4239
O 1.9299 3.9569 0.4558
H 3.0096 2.2902 1.0370
H 3.5412 3.8287 1.6281
H 2.1157 3.1446 2.3762
H 1.2208 3.3793 0.0923
C 0.3054 0.7574 0.7106
O 0.2953 1.7904 -0.2849
H -0.4062 0.9604 1.5131
H 0.0303 -0.1802 0.2687
H 1.2939 0.5913 1.2063
H 1.0224 1.6803 -0.9362
*
```

## Properties
E = -29888.0512 eV
orbital gap = 10.12 eV
E_HOMO = -9.4 eV
ΔE to the lowest compared entry with this formula, charge and spin = 1.011 eV

No. 2
Computed, not measured: a structure of composition C14H42AlB2F8O7S7 in a non-equilibrium geometry, with ωB97M-V/def2-TZVPD.

Structure (ORCA input):
```
! wB97M-V def2-TZVPD RIJCOSX def2/J DEFGRID3
* xyz 1 1
Al -0.5012 0.9572 2.6183
B -0.0633 3.7165 4.3780
F -0.6659 4.9715 4.2700
F 1.3017 3.6675 4.6757
F -0.8811 2.8081 4.9379
F -0.0430 2.9690 2.9588
B 0.1866 0.1935 -0.0469
F -0.1186 -0.8869 0.7550
F 1.4902 0.3460 -0.3440
F -0.7986 0.3619 -0.9469
F -0.0697 1.2877 1.1681
C 2.3715 1.1053 -3.5741
S 0.8371 0.9388 -4.5707
O 1.2557 0.5795 -6.0049
C 0.3512 -0.6296 -3.8088
H 2.2272 0.6740 -2.5737
H 2.5644 2.1757 -3.5795
H 3.1656 0.5451 -4.0714
H -0.4164 -0.9945 -4.5141
H -0.0581 -0.4884 -2.8166
H 1.1796 -1.3383 -3.7563
C -3.0221 2.9320 -0.9112
S -3.2930 1.3930 0.0151
O -3.0276 1.6906 1.5323
C -5.1431 1.1498 -0.1510
H -1.9450 3.0103 -1.1148
H -3.5092 3.7854 -0.4253
H -3.3312 2.7767 -1.9502
H -5.4382 0.2715 0.4086
H -5.2455 0.9571 -1.2213
H -5.6968 2.0286 0.1713
C 0.8939 -3.7655 -1.9943
S 2.3856 -3.9794 -3.0802
O 1.9723 -3.3138 -4.3642
C 3.2941 -2.6532 -2.2156
H 1.2436 -4.0942 -1.0112
H -0.0136 -4.3336 -2.2813
H 0.6825 -2.6973 -1.9585
H 2.6255 -1.8110 -2.2900
H 4.1826 -2.4076 -2.8121
H 3.5564 -2.9135 -1.1932
C 2.5663 2.4402 2.2067
S 2.4840 0.9924 3.3647
O 0.9182 0.6818 3.7606
C 2.9927 -0.3780 2.2385
H 3.6110 2.4285 1.8805
H 2.4505 3.3367 2.8170
H 1.8956 2.3467 1.3598
H 3.2020 -1.2513 2.8447
H 4.0028 -0.0722 1.9580
H 2.3840 -0.4198 1.3464
C 1.1378 3.9093 -0.9960
S 0.6919 4.3540 -2.7131
O -0.4599 3.3977 -2.9346
C 0.1057 6.1017 -2.5171
H 0.2753 3.9803 -0.3544
H 1.9324 4.5508 -0.5865
H 1.5365 2.9101 -1.1940
H -0.2395 6.4542 -3.4792
H 0.9789 6.7174 -2.2922
H -0.6627 6.1246 -1.7385
C 1.0160 -3.8180 1.8129
S 0.9366 -3.1701 3.5179
O 0.0744 -1.9303 3.3824
C -0.2185 -4.4539 4.1043
H 1.4365 -3.0228 1.1834
H 0.0139 -3.9532 1.4014
H 1.6062 -4.7210 1.8602
H -0.5833 -4.2435 5.1110
H 0.3099 -5.4018 4.0207
H -1.1234 -4.3523 3.5012
C -2.5047 -2.4921 -0.4841
S -3.6139 -2.1798 1.0208
O -2.7319 -1.4295 1.9786
C -3.5078 -3.9511 1.5493
H -1.5437 -2.7730 -0.0559
H -2.3298 -1.5779 -1.0566
H -2.9135 -3.2957 -1.1087
H -2.5273 -4.3053 1.8956
H -3.9233 -4.4769 0.6841
H -4.1623 -4.0422 2.4036
*
```

## Properties
E = -135068.2287 eV
orbital gap = 4.84 eV
E_HOMO = -10.3 eV
ΔE to the lowest compared entry with this formula, charge and spin = 0.000 eV

No. 3
Computed, not measured: a structure of composition C14H42AlBIN10O21 in a non-equilibrium geometry, with ωB97M-V/def2-TZVPD.

Structure (ORCA input):
```
! wB97M-V def2-TZVPD RIJCOSX def2/J DEFGRID3
* xyz -1 1
C 0.8662 4.1117 1.4678
B -0.7025 3.9408 1.2582
O -1.4310 5.0570 1.6373
Al -1.7371 2.2098 0.4961
C -1.5621 2.0731 -1.5520
C -0.4880 1.2189 -2.2405
C 0.2298 2.0181 -3.3473
I 1.0766 0.4211 -0.9669
H 1.1634 5.1664 1.4975
H 1.1593 3.6861 2.4281
H 1.3953 3.5874 0.6771
H -2.3359 4.7791 1.8168
H -3.3312 2.5248 0.7956
H -1.3831 0.8466 1.2948
H -1.4857 3.0800 -1.9571
H -2.5244 1.6679 -1.8700
H -0.9784 0.3947 -2.7396
H 1.2603 1.7078 -3.4963
H -0.2947 1.8375 -4.2864
H 0.2209 3.0816 -3.1328
C -3.1651 -2.8866 0.0707
N -2.9254 -1.5328 -0.4912
O -2.0298 -1.4030 -1.3044
O -3.6389 -0.6390 -0.0969
H -2.4583 -3.5746 -0.3788
H -3.0201 -2.8097 1.1409
H -4.1871 -3.1614 -0.1652
C -4.5074 -0.2104 -3.5526
N -4.0197 -1.6117 -3.6588
O -3.3370 -1.9153 -4.6146
O -4.3262 -2.3545 -2.7510
H -4.1525 0.3404 -4.4149
H -5.5919 -0.2474 -3.5191
H -4.1059 0.1976 -2.6263
C 5.3690 -0.5460 0.1668
N 4.0340 -1.0418 0.5884
O 3.4309 -0.4232 1.4375
O 3.6162 -2.0470 0.0440
H 5.5887 0.3528 0.7272
H 6.0898 -1.3304 0.3806
H 5.3194 -0.3403 -0.8955
C 1.5697 -4.1767 1.1493
N 0.2484 -4.6930 1.6032
O -0.3442 -4.0920 2.4781
O -0.1557 -5.7108 1.0769
H 1.8048 -3.2742 1.6988
H 2.2901 -4.9652 1.3456
H 1.4998 -3.9703 0.0865
C -2.2421 -5.1488 4.5429
N -3.5141 -5.7581 5.0250
O -4.1164 -5.2050 5.9279
O -3.8706 -6.7852 4.4894
H -2.0574 -4.2488 5.1167
H -1.4593 -5.8848 4.6942
H -2.3541 -4.9240 3.4898
C 4.2814 4.0273 -0.6667
N 5.4040 3.0523 -0.6567
O 5.2678 2.0236 -1.2868
O 6.3970 3.3378 -0.0129
H 3.4833 3.6254 -1.2750
H 3.9586 4.1653 0.3611
H 4.6674 4.9532 -1.0809
C -4.7454 -1.7656 5.0725
N -5.2080 -1.8865 3.6633
O -6.3599 -1.6039 3.4086
O -4.3861 -2.2661 2.8539
H -5.5741 -1.4212 5.6724
H -4.4086 -2.7458 5.3844
H -3.9252 -1.0535 5.0800
C 5.7103 3.5142 -5.1428
N 4.5502 2.9935 -4.3696
O 4.1774 1.8651 -4.5961
O 4.0491 3.7491 -3.5582
H 6.0486 2.7453 -5.8225
H 5.3727 4.3903 -5.6826
H 6.4847 3.7758 -4.4270
C -4.3250 -2.8078 10.0211
N -3.9226 -2.3657 8.6583
O -2.7517 -2.1244 8.4612
O -4.8060 -2.2805 7.8301
H -3.4401 -2.8379 10.6446
H -5.0490 -2.0897 10.3930
H -4.7749 -3.7905 9.9212
C 4.7522 3.6782 -9.9258
N 5.4530 3.5642 -8.6173
O 5.6849 2.4527 -8.1950
O 5.7424 4.6043 -8.0598
H 4.5599 2.6791 -10.2965
H 3.8286 4.2210 -9.7515
H 5.4038 4.2326 -10.5936
*
```

## Properties
E = -88445.4504 eV
orbital gap = 4.74 eV
E_HOMO = -3.7 eV

No. 4
Computed, not measured: a structure of composition C14H42BF4KO7 in a non-equilibrium geometry, with ωB97M-V/def2-TZVPD.

Structure (ORCA input):
```
! wB97M-V def2-TZVPD RIJCOSX def2/J DEFGRID3
* xyz -1 2
K 2.5157 -2.6767 -0.2307
B -0.5534 -0.6016 0.1247
F 0.5092 -0.7548 -0.6999
F -1.3643 0.4237 -0.2483
F -1.4040 -1.7254 0.0998
F 0.0308 -0.4724 1.3789
C -1.0226 3.0546 2.0632
C -0.4460 1.9578 2.9656
O -0.4572 2.2746 4.3285
H -1.2077 2.6175 1.0821
H -0.3369 3.8998 2.0039
H -1.9884 3.3938 2.4378
H 0.6169 1.8546 2.7469
H -0.9954 1.0317 2.7961
H -0.9043 1.5258 4.7296
C 4.2734 2.2524 0.6409
C 2.8215 2.0370 0.0548
O 2.8857 2.6744 -1.2072
H 4.3307 3.3229 0.8384
H 5.0691 1.9995 -0.0597
H 4.4484 1.6387 1.5245
H 2.0318 2.3539 0.7359
H 2.6044 0.9812 -0.1075
H 3.2122 3.5589 -1.0265
C -0.1425 2.8613 -3.3273
C -0.6874 3.3368 -1.9384
O -1.9203 2.7399 -1.7109
H -0.8231 3.0399 -4.1598
H -0.0736 1.7735 -3.3211
H 0.8328 3.2526 -3.6167
H -0.7211 4.4262 -1.9225
H -0.0588 3.1053 -1.0785
H -1.8247 1.9319 -1.2013
C 3.8768 -1.6824 3.7954
C 2.7528 -0.9185 3.0420
O 1.7342 -1.7617 2.5669
H 3.6067 -2.5342 4.4196
H 4.4798 -0.9735 4.3628
H 4.5395 -2.2191 3.1165
H 3.1709 -0.3230 2.2304
H 2.3909 -0.1816 3.7590
H 1.0629 -1.2385 2.1228
C -3.2429 0.0386 -3.3980
C -3.3032 -1.0855 -2.3569
O -2.3092 -1.9669 -2.5308
H -4.1244 0.6789 -3.4303
H -3.0491 -0.4234 -4.3660
H -2.3980 0.7034 -3.2182
H -4.2648 -1.5790 -2.4975
H -3.3394 -0.6691 -1.3502
H -1.9132 -2.0631 -1.6616
C 0.2655 -2.6421 -6.0356
C -0.0412 -1.6509 -4.8756
O 0.7676 -1.9284 -3.7553
H 1.3149 -2.6971 -6.3252
H -0.3194 -2.3195 -6.8969
H -0.1975 -3.6208 -5.9096
H -1.1167 -1.5971 -4.7069
H 0.1914 -0.6702 -5.2906
H 0.5509 -1.4058 -2.9796
C -2.1608 -2.6557 3.2962
C -1.8774 -3.2795 4.7476
O -3.1035 -3.4745 5.3781
H -1.2899 -2.4807 2.6647
H -2.6991 -1.7143 3.4062
H -2.9187 -3.2656 2.8046
H -1.3314 -2.5737 5.3736
H -1.3383 -4.2210 4.6430
H -3.6173 -2.6935 5.1601
*
```

## Properties
E = -57408.5760 eV
orbital gap (spin up / spin down) = 3.08 / 9.77 eV
E_HOMO (spin up / spin down) = -0.7 / -7.4 eV
⟨S²⟩ = 0.750

No. 5
Computed, not measured: a cluster of 8 separate species, C14H42BF4O7 in total in a non-equilibrium geometry, with ωB97M-V/def2-TZVPD.

Structure (ORCA input):
```
! wB97M-V def2-TZVPD RIJCOSX def2/J DEFGRID3
* xyz -1 1
B -24.7479 0.9802 5.8377
F -24.8890 1.1906 7.2074
F -25.9666 0.3797 5.4057
F -24.5744 2.1911 5.1323
F -23.6533 0.1534 5.5719
C -26.1409 3.6298 2.4711
C -27.0586 2.4043 2.5047
O -26.2909 1.2162 2.6435
H -26.5565 4.4719 1.9126
H -25.2075 3.2962 2.0073
H -25.7739 4.0363 3.4176
H -27.5590 2.3670 1.5359
H -27.8217 2.5065 3.2809
H -26.0303 1.2006 3.5755
C -22.9311 -0.1247 9.4803
C -22.8252 -1.4163 8.6655
O -23.9424 -1.6000 7.8406
H -23.8811 -0.0490 10.0054
H -22.6825 0.7368 8.8626
H -22.1511 -0.1208 10.2559
H -22.6142 -2.2777 9.2964
H -21.9467 -1.2780 8.0129
H -24.1424 -0.8415 7.2802
C -26.7460 4.3066 7.9355
C -27.2726 4.3245 6.5158
O -27.7591 3.0235 6.1548
H -26.5923 5.3585 8.2196
H -25.7699 3.8398 8.0857
H -27.3930 3.8382 8.6789
H -26.4227 4.6038 5.8817
H -28.0772 5.0378 6.3550
H -26.9793 2.4566 6.1649
C -20.3728 2.7336 6.9269
C -21.4635 3.0279 5.9153
O -22.6315 3.4759 6.5842
H -19.4524 2.2908 6.5392
H -20.7222 2.0468 7.7015
H -20.0707 3.6618 7.4207
H -21.6598 2.1458 5.3026
H -21.1094 3.8154 5.2404
H -23.3656 2.9432 6.2401
C -27.2338 0.3193 10.4567
C -27.4125 -1.0636 9.8212
O -26.7831 -1.1255 8.5564
H -26.2379 0.4693 10.8765
H -27.9506 0.4628 11.2705
H -27.4377 1.0859 9.7074
H -28.5020 -1.1433 9.6741
H -27.1044 -1.8957 10.4531
H -26.6669 -0.2239 8.2421
C -22.6732 -2.7819 4.2535
C -21.4015 -1.9771 4.0568
O -21.6421 -0.5923 3.9145
H -23.1307 -2.6420 5.2375
H -22.4177 -3.8459 4.2101
H -23.4567 -2.5469 3.5314
H -20.8566 -2.3473 3.1848
H -20.7474 -2.1865 4.9178
H -22.3609 -0.3839 4.5331
C -28.2058 -3.1705 3.1898
C -27.1400 -2.2602 3.8287
O -27.6807 -1.7029 5.0151
H -28.5666 -3.8403 3.9623
H -27.7549 -3.6003 2.2939
H -28.9741 -2.4842 2.8275
H -26.8317 -1.4565 3.1549
H -26.2711 -2.8829 4.0867
H -27.3461 -0.7984 5.0829
*
```

## Properties
E = -41085.5686 eV
orbital gap = 9.87 eV
E_HOMO = -6.8 eV
ΔE to the lowest compared entry with this formula, charge and spin = 0.000 eV

No. 6
Computed, not measured: a structure of composition C14H42BaO7 in a non-equilibrium geometry, with ωB97M-V/def2-TZVPD.

Structure (ORCA input):
```
! wB97M-V def2-TZVPD RIJCOSX def2/J DEFGRID3
* xyz 2 1
Ba 0.2738 -0.0826 0.2384
C 3.8919 1.8315 -1.5795
C 3.6397 0.3303 -1.5103
O 2.2363 0.0091 -1.6541
H 3.6156 2.3379 -0.6549
H 3.3671 2.2351 -2.4468
H 4.9461 2.0734 -1.7241
H 3.9962 -0.0724 -0.5597
H 4.2495 -0.1245 -2.2933
H 2.1583 -0.3422 -2.5491
C 1.1394 4.4502 -0.7889
C -0.0420 3.6077 -1.2412
O 0.3156 2.2111 -1.3651
H 0.8685 5.4973 -0.6464
H 1.9527 4.4126 -1.5127
H 1.5417 4.1176 0.1726
H -0.3735 4.0241 -2.1948
H -0.8582 3.6963 -0.5272
H 0.8695 2.1511 -2.1529
C 3.5585 -3.8537 -0.2486
C 2.1155 -3.4339 -0.4713
O 1.7076 -2.4647 0.5197
H 3.8800 -4.6089 -0.9657
H 3.7413 -4.1991 0.7690
H 4.2342 -3.0057 -0.4038
H 1.4862 -4.3209 -0.3403
H 1.9422 -3.0279 -1.4629
H 1.8823 -2.8353 1.3925
C -1.5051 -1.3488 4.0850
C -2.0947 -1.5010 2.7063
O -1.0794 -1.9458 1.7686
H -1.2097 -2.2966 4.5331
H -2.2258 -0.9086 4.7797
H -0.6597 -0.6642 4.0433
H -2.5294 -0.5664 2.3506
H -2.9298 -2.2053 2.6720
H -1.1118 -2.9082 1.7777
C -0.3114 2.4869 4.2303
C -0.3955 2.7469 2.7336
O -1.0621 1.6539 2.0295
H 0.1937 3.3417 4.6845
H 0.2241 1.5699 4.4648
H -1.3080 2.4193 4.6700
H 0.6000 2.8460 2.3057
H -0.9871 3.6534 2.6010
H -1.9811 1.6612 2.3196
C -1.5117 -3.8976 -1.7869
C -1.7074 -2.4620 -2.2656
O -0.5714 -1.6354 -1.9966
H -1.2996 -3.8831 -0.7119
H -0.6941 -4.3793 -2.3182
H -2.4457 -4.4516 -1.8726
H -2.5905 -2.0271 -1.8010
H -1.9189 -2.5002 -3.3391
H 0.0240 -1.7090 -2.7493
C -3.4077 0.9088 -2.4491
C -3.0800 1.3288 -1.0225
O -2.5834 0.2070 -0.2527
H -2.6077 0.3357 -2.9179
H -3.6147 1.7663 -3.0892
H -4.2870 0.2607 -2.4403
H -3.9854 1.7038 -0.5402
H -2.3412 2.1258 -0.9844
H -3.3404 -0.3395 -0.0166
*
```

## Properties
E = -30214.4245 eV
orbital gap = 11.19 eV
E_HOMO = -16.4 eV
ΔE to the lowest compared entry with this formula, charge and spin = 0.000 eV

- What is the E in the fifth record?
  -41085.5686 eV

- The highest E belongs to which entry?
  C14H41N3O5

- What is the E in the sixth record?
  -30214.4245 eV